{"formula": "C24H48O9P", "method": "ωB97M-V/def2-TZVPD", "mol_weight_g_mol": 511.61, "homo_lumo_gap_ev": 5.860, "charge": -1, "homo_ha": -0.1360, "e_tot_ev": -53376.3151, "species": ["H", "H", "H", "H", "H", "H", "H", "O", "C", "O", "H", "H", "C", "H", "C", "C", "C", "C", "H", "H", "O", "H", "H", "C", "H", "H", "C", "H", "H", "H", "C", "H", "H", "H", "O", "H", "C", "C", "H", "H", "H", "C", "C", "C", "P", "H", "H", "H", "H", "H", "C", "H", "O", "H", "C", "H", "C", "H", "H", "H", "O", "O", "H", "C", "O", "C", "O", "C", "H", "C", "H", "C", "H", "C", "H", "H", "H", "C", "H", "H", "H", "H"], "positions_angstrom": [[-1.90475, -1.90606, -0.37540], [-2.95584, -2.14877, -1.78856], [0.46359, 5.21067, -0.24600], [-2.75447, 2.59643, 0.60889], [1.06854, 4.78813, -4.63831], [4.53018, -3.63372, -0.86563], [1.63288, 1.05988, 1.56979], [-0.86448, -4.84192, 2.56072], [2.17347, -2.03017, -0.21882], [3.37744, -4.97368, 0.15111], [-0.25133, 6.00267, -4.55146], [3.71880, 0.19908, 2.84882], [1.19100, -4.81389, 1.44482], [-2.85759, -5.49984, 3.24480], [2.61979, 3.89105, -1.06177], [-2.33632, -1.42597, -1.25928], [0.09678, -7.03989, 2.58892], [2.08044, 0.07878, 1.27752], [-7.75809, 2.31116, -2.15827], [-1.12046, 5.12900, -2.30171], [-5.86137, 1.62936, -1.68271], [2.64037, 4.43600, -2.00743], [0.66644, -0.36249, -0.36562], [3.85347, -1.64616, 1.61242], [0.67813, -5.15554, 0.51345], [0.85072, -5.17407, 3.68290], [2.82187, 6.70341, 1.28134], [-0.60586, 3.82605, -0.40559], [2.93873, 4.23818, 1.03572], [3.12583, -3.91116, 3.00362], [4.15325, -3.78725, 0.19098], [4.76739, -1.99115, 2.15226], [-5.58654, 2.49891, -3.51145], [3.25284, 3.00824, -1.18547], [0.78954, 5.67330, -2.79215], [2.25477, 6.18706, 2.06370], [1.55025, -0.76352, 0.17586], [3.18809, 4.71577, 0.08065], [0.58185, -7.48454, 3.51155], [-1.54040, -1.09118, -1.93538], [-7.02415, 3.00911, -0.67506], [-0.11254, 4.69653, -2.28112], [-2.43156, 0.65173, -0.16718], [3.45998, -4.95146, 2.71390], [-2.12307, -5.97127, 2.08063], [4.27893, 4.78037, -0.01779], [-3.30607, -6.79496, 1.81606], [-3.50495, 1.17686, -2.69859], [-7.60541, 1.33407, -0.67934], [5.09706, -3.86577, 0.80761], [3.34586, -2.47701, 0.51358], [2.61387, -6.44538, 1.37814], [-1.30270, -7.29175, 2.88240], [-0.08918, 3.79644, -2.90519], [-3.17430, 1.97339, -0.18596], [1.45230, 6.51534, -4.52088], [-3.68599, 2.24096, -2.53632], [-1.43626, 0.79037, -0.60819], [1.12558, -3.71216, 1.63195], [0.30256, -7.58722, 1.63392], [-2.97964, 2.71594, -1.39395], [2.66995, 6.04050, 0.04470], [3.87955, 6.76471, 1.56085], [2.70606, -5.31738, 1.37969], [-3.15500, -0.33347, -0.88614], [0.43528, -5.48446, 2.68040], [1.31821, 3.38088, -0.78876], [3.25516, -0.38589, 2.01905], [-4.23758, 1.85330, 0.02782], [0.75386, 5.74218, -4.20056], [3.07316, -5.60998, 3.54231], [-5.16996, 2.56504, -2.49776], [-3.24879, 2.77447, -3.38544], [-7.12890, 2.10449, -1.28483], [-2.68466, -4.97719, 1.18714], [-5.31205, 3.58085, -2.11104], [4.57494, -5.00572, 2.65122], [0.25440, 4.32884, -0.85440], [-1.42471, -6.46808, 0.89257], [2.42360, 7.71254, 1.17648], [1.77149, -2.65208, -1.05682], [-2.32326, 0.30014, 0.86604]], "atomic_forces_ev_per_a": [[0.1, -0.1, -0.1], [0.0, 0.0, 0.1], [0.1, 0.1, -0.2], [0.0, 0.1, -0.1], [-0.1, 0.0, -0.1], [-0.4, -0.4, 1.0], [0.2, -1.1, -0.6], [1.3, -1.0, 0.3], [0.7, 1.4, 1.6], [0.4, 0.6, 0.7], [0.0, -0.1, -0.1], [-0.6, -0.5, -0.8], [1.5, -1.2, 1.1], [0.3, -0.1, 0.1], [0.0, -0.3, 0.2], [-0.1, 0.0, 0.1], [-0.3, -0.9, 2.2], [1.2, -2.1, -0.4], [-0.1, 0.1, 0.0], [-0.1, -0.2, 0.0], [0.0, 0.2, 0.2], [0.0, 0.2, 0.1], [0.8, -0.5, 0.4], [-1.1, 0.5, -0.8], [0.2, 0.5, 0.8], [-0.1, -0.5, -1.0], [0.0, -0.1, -0.3], [0.0, -0.1, -0.1], [0.0, -0.1, 0.0], [0.7, -0.9, -0.2], [-0.2, 1.1, -1.3], [-0.9, 0.2, -0.5], [0.1, 0.2, -0.1], [-0.1, 0.0, 0.1], [0.2, -0.1, -0.1], [0.1, 0.0, 0.1], [1.6, 0.1, 1.2], [-0.1, 0.3, -0.3], [0.2, -0.1, -1.4], [0.1, 0.0, 0.0], [-0.1, 0.1, -0.1], [0.1, 0.5, 0.2], [-0.5, -0.3, 0.0], [-0.8, 0.6, 0.0], [-1.8, 0.1, -0.7], [0.1, -0.2, 0.1], [0.4, -0.3, -0.3], [-0.2, -0.1, 0.1], [0.1, 0.0, -0.1], [-1.2, 0.1, -0.2], [0.0, 1.5, 1.3], [0.3, 1.1, -0.4], [1.4, 1.5, 0.1], [-0.1, -0.1, 0.0], [0.3, 0.1, 0.0], [0.0, 0.0, 0.1], [0.1, 0.3, 0.0], [0.0, 0.1, 0.0], [0.0, -0.9, -0.5], [0.5, 0.8, 0.7], [-0.1, -0.1, 0.0], [-0.1, 0.0, 0.2], [0.0, 0.0, 0.1], [-1.2, -0.9, 1.2], [0.1, 0.2, -0.3], [-2.2, 1.1, -1.8], [0.1, 0.3, 0.0], [-1.0, -1.2, -2.1], [0.0, -0.2, -0.1], [0.0, 0.0, 0.3], [0.6, 0.5, -1.0], [0.0, -0.5, 0.0], [0.0, 0.1, 0.1], [0.2, -0.2, -0.1], [-0.2, 0.4, 0.4], [0.0, 0.1, 0.0], [-0.9, -0.1, 0.1], [-0.1, -0.3, -0.1], [0.2, 0.2, -0.1], [0.0, 0.0, -0.1], [0.3, 0.7, 0.9], [0.2, 0.1, 0.1]], "mulliken_charge": [0.33, 0.29, 0.22, 0.43, 0.33, 0.39, 0.41, -0.45, -0.30, -0.44, 0.31, 0.33, -0.46, -0.09, -0.47, -0.74, -0.80, -0.38, 0.31, 0.38, -0.24, 0.17, 0.22, -0.45, 0.16, 0.28, -0.77, 0.10, 0.34, 0.25, -0.93, 0.24, 0.44, 0.40, -0.29, 0.32, -0.13, -0.56, 0.26, 0.29, 0.33, -0.44, -0.16, -1.22, -0.13, 0.43, 0.04, 0.22, 0.24, 0.32, 0.94, 0.36, -0.47, 0.31, -0.78, 0.24, -0.51, 0.01, -0.04, 0.40, -0.32, -0.26, 0.32, 0.27, -0.35, 0.37, -0.33, -0.73, 0.36, -0.79, 0.38, -0.62, 0.39, -0.78, -0.11, 0.34, 0.34, -0.23, -0.06, 0.23, 0.26, 0.54]}